Computed, not measured: one molecule with the formula C20H27N5O5S, with wB97M-V/def2-TZVPD.

Output
Total charge: 0
Energy relative to the best compared isomer or geometry (same formula, charge and spin) (kJ/mol): 0.0
Spin multiplicity: 1

Positions of all 58 atoms, in Å:
1 C 4.287 1.715 0.885
2 C 2.970 1.462 0.163
3 C 3.003 1.677 -1.364
4 C 4.030 0.771 -2.040
5 C 3.267 3.140 -1.725
6 N 1.695 1.287 -1.898
7 C 0.522 1.848 -1.583
8 O 0.363 2.832 -0.883
9 C -0.673 1.083 -2.181
10 N -0.974 -0.081 -1.359
11 C -0.213 -1.192 -1.514
12 O 0.624 -1.258 -2.425
13 C -0.334 -2.281 -0.566
14 S -1.147 -2.274 0.970
15 N -0.603 -3.734 1.404
16 C 0.160 -4.282 0.482
17 C 0.777 -5.608 0.677
18 N 0.440 -6.203 1.837
19 O 1.528 -6.110 -0.145
20 C 0.371 -3.484 -0.687
21 N 1.111 -3.870 -1.731
22 C -2.055 0.041 -0.454
23 C -3.167 -0.783 -0.557
24 C -4.220 -0.593 0.313
25 C -4.216 0.413 1.277
26 O -5.343 0.451 2.036
27 C -5.490 1.367 3.099
28 C -3.097 1.269 1.357
29 O -3.101 2.278 2.279
30 C -1.984 3.135 2.345
31 C -2.034 1.059 0.490
32 H 4.627 2.736 0.734
33 H 5.063 1.034 0.544
34 H 4.150 1.561 1.953
35 H 2.206 2.124 0.572
36 H 2.654 0.431 0.349
37 H 3.942 0.852 -3.121
38 H 5.038 1.060 -1.759
39 H 3.870 -0.267 -1.755
40 H 3.198 3.271 -2.802
41 H 4.260 3.439 -1.403
42 H 2.528 3.778 -1.249
43 H 1.654 0.394 -2.379
44 H -0.436 0.746 -3.194
45 H -1.548 1.733 -2.195
46 H -0.178 -5.728 2.472
47 H 0.815 -7.109 2.063
48 H 1.296 -3.190 -2.452
49 H 1.611 -4.744 -1.643
50 H -3.204 -1.560 -1.304
51 H -5.095 -1.220 0.263
52 H -6.460 1.132 3.539
53 H -4.709 1.241 3.852
54 H -5.490 2.400 2.747
55 H -1.080 2.592 2.637
56 H -1.807 3.649 1.396
57 H -2.229 3.867 3.113
58 H -1.173 1.706 0.521

***

Computed, not measured: one molecule with the formula C20H27NO4, with wB97M-V/def2-TZVPD.

Output
Total charge: 0
Energy relative to the best compared isomer or geometry (same formula, charge and spin) (kJ/mol): 8.7
Spin multiplicity: 1

Positions of all 52 atoms, in Å:
1 C -5.654 -0.935 0.195
2 C -4.574 -1.630 1.016
3 C -3.551 -0.660 1.609
4 C -2.752 0.145 0.580
5 C -1.972 -0.682 -0.443
6 C -0.901 -1.563 0.195
7 C -0.118 -2.402 -0.817
8 C 0.763 -1.574 -1.759
9 N 1.719 -0.749 -1.038
10 C 1.411 0.615 -0.970
11 O 0.479 1.053 -1.618
12 C 2.260 1.419 -0.106
13 C 1.941 2.831 0.128
14 O 2.668 3.569 0.795
15 O 0.810 3.252 -0.399
16 C 0.462 4.617 -0.181
17 C -0.904 4.852 -0.796
18 C 3.373 0.883 0.514
19 O 4.179 1.588 1.289
20 C 3.688 -0.507 0.326
21 C 4.829 -1.061 0.919
22 C 5.133 -2.389 0.747
23 C 4.292 -3.181 -0.031
24 C 3.163 -2.657 -0.618
25 C 2.826 -1.304 -0.455
26 H -6.407 -1.653 -0.124
27 H -5.232 -0.471 -0.692
28 H -6.145 -0.165 0.787
29 H -4.066 -2.370 0.395
30 H -5.049 -2.169 1.840
31 H -4.077 0.047 2.256
32 H -2.862 -1.224 2.242
33 H -2.046 0.781 1.120
34 H -3.432 0.806 0.040
35 H -2.657 -1.304 -1.022
36 H -1.496 0.021 -1.129
37 H -1.369 -2.251 0.902
38 H -0.207 -0.934 0.760
39 H 0.503 -3.112 -0.266
40 H -0.817 -2.974 -1.432
41 H 1.291 -2.224 -2.461
42 H 0.143 -0.885 -2.334
43 H 0.459 4.817 0.898
44 H 1.225 5.256 -0.641
45 H -0.876 4.609 -1.855
46 H -1.642 4.214 -0.319
47 H -1.191 5.892 -0.671
48 H 3.834 2.526 1.306
49 H 5.457 -0.413 1.509
50 H 6.012 -2.815 1.204
51 H 4.527 -4.224 -0.180
52 H 2.549 -3.307 -1.218

***

Number 1: LUMO level -0.092 eV. Number 2: LUMO level -0.028 eV.